A:
15
Properties=species:S:1:pos:R:3 method="wB97M-V/def2-TZVPD" smiles="C/N=C(/NC)NCl" lumo_ev=0.406 homo_lumo_gap_ev=9.02 multiplicity=1
C -1.052 -2.054 0.149
N -0.693 -0.626 0.099
C 0.398 -0.062 -0.100
N 0.523 1.259 -0.099
C -0.623 2.122 0.034
N 1.546 -0.830 -0.097
Cl 3.172 -0.044 0.024
H -0.124 -2.723 0.520
H -1.377 -2.323 -0.850
H -1.832 -2.081 0.911
H 1.331 1.786 -0.015
H -0.598 2.981 -0.748
H -1.506 1.475 -0.053
H -0.856 2.598 1.103
H 1.692 -1.478 -0.878

---

B:
15
Properties=species:S:1:pos:R:3 method="wB97M-V/def2-TZVPD" smiles="C/N=C(/NC)NCl" lumo_ev=0.758 homo_lumo_gap_ev=9.64 multiplicity=1
C -2.023 -0.778 -0.247
N -0.808 -0.039 0.059
C 0.326 -0.466 -0.192
N 1.544 0.058 -0.009
C 1.672 1.211 0.878
N 0.349 -1.940 -0.947
Cl 1.977 -2.569 -0.890
H -2.243 -0.283 -1.166
H -2.837 -0.401 0.385
H -1.825 -1.847 -0.380
H 2.245 -0.572 -0.113
H 1.916 2.133 0.341
H 0.667 1.435 1.464
H 2.480 0.996 1.713
H 0.059 -1.704 -1.815

---

A is preferred energetically. Next in line: 0.352 eV higher.

---

A:
78
Properties=species:S:1:pos:R:3 method="wB97M-V/def2-TZVPD" charge=+1 lumo_ev="-3.641 / -4.916" homo_lumo_gap_ev="6.70 / 5.40" multiplicity=2
Ir -0.062 0.983 -0.646
C 2.093 2.847 1.425
C 2.711 2.082 0.300
C 4.104 2.070 0.191
C 4.721 1.530 -0.911
C 3.923 1.088 -1.956
C 2.556 1.108 -1.799
N 1.955 1.499 -0.639
C 1.643 0.784 -2.912
C 2.000 0.570 -4.233
C 0.997 0.303 -5.153
C -0.327 0.224 -4.753
C -0.626 0.441 -3.414
N 0.355 0.750 -2.568
C -1.953 0.299 -2.773
C -3.057 -0.018 -3.536
C -4.275 -0.220 -2.910
C -4.321 -0.109 -1.541
C -3.179 0.213 -0.807
C -3.301 0.295 0.673
N -1.999 0.434 -1.416
H 2.796 3.614 1.747
H 1.877 2.192 2.267
H 1.183 3.340 1.094
H 4.682 2.507 0.993
H 5.798 1.500 -0.988
H 4.364 0.739 -2.877
H 3.031 0.617 -4.548
H 1.252 0.141 -6.192
H -1.098 -0.016 -5.468
H -2.972 -0.114 -4.607
H -5.157 -0.469 -3.482
H -5.243 -0.275 -1.005
H -4.288 -0.041 0.980
H -3.174 1.323 1.010
H -2.553 -0.346 1.130
O -1.705 -1.675 3.472
C -0.580 -2.411 3.411
C -0.681 -3.729 3.857
C 0.413 -4.565 3.835
C 1.650 -4.103 3.382
C 1.761 -2.799 2.930
C 0.665 -1.927 2.937
C 0.844 -0.623 2.286
O 1.910 -0.201 1.881
N -0.348 0.156 2.254
N -0.439 1.166 1.397
C -1.064 2.223 1.913
C -1.482 3.383 1.248
C -2.199 4.334 2.040
C -2.652 5.504 1.521
C -2.390 5.797 0.160
C -1.703 4.931 -0.635
C -1.227 3.688 -0.133
O -0.568 2.936 -0.936
H -1.527 -0.820 3.042
H -1.647 -4.074 4.202
H 0.314 -5.583 4.189
H 2.510 -4.758 3.366
H 2.742 -2.373 2.765
H -1.277 2.153 2.976
H -2.381 4.094 3.081
H -3.199 6.206 2.134
H -2.743 6.731 -0.257
H -1.499 5.158 -1.672
Br 0.442 -7.292 -0.521
C 1.082 -5.534 -0.246
C 2.420 -5.335 0.034
N 2.929 -4.129 0.292
C 2.099 -3.099 0.265
C 0.765 -3.197 -0.095
C 0.225 -4.453 -0.326
C -0.074 -1.950 -0.164
O -1.246 -1.927 0.165
O 0.603 -0.930 -0.608
H 3.105 -6.174 0.042
H 2.520 -2.110 0.398
H -0.825 -4.571 -0.557

---

B:
78
Properties=species:S:1:pos:R:3 method="wB97M-V/def2-TZVPD" charge=+1 lumo_ev="-4.160 / -4.154" homo_lumo_gap_ev="6.27 / 6.27" multiplicity=2
Ir 0.142 -0.099 0.317
C -0.586 -0.548 3.837
C -1.295 0.607 3.220
C -2.140 1.351 4.048
C -2.907 2.364 3.538
C -2.819 2.634 2.180
C -1.929 1.909 1.420
N -1.149 0.929 1.929
C -1.778 2.139 -0.026
C -2.428 3.141 -0.735
C -2.159 3.310 -2.079
C -1.215 2.498 -2.691
C -0.605 1.516 -1.939
N -0.916 1.324 -0.645
C 0.519 0.695 -2.419
C 0.728 0.394 -3.744
C 1.854 -0.343 -4.080
C 2.748 -0.686 -3.092
C 2.486 -0.368 -1.762
C 3.499 -0.685 -0.708
N 1.351 0.272 -1.439
H -1.286 -1.072 4.488
H 0.252 -0.200 4.444
H -0.244 -1.252 3.089
H -2.216 1.066 5.088
H -3.587 2.922 4.166
H -3.436 3.398 1.734
H -3.124 3.795 -0.234
H -2.649 4.095 -2.638
H -0.923 2.650 -3.720
H 0.013 0.705 -4.493
H 2.039 -0.622 -5.109
H 3.666 -1.209 -3.326
H 4.476 -0.335 -1.043
H 3.569 -1.763 -0.553
H 3.265 -0.195 0.229
O 1.210 -5.454 0.091
C 0.506 -5.241 -1.035
C 0.209 -6.361 -1.811
C -0.495 -6.228 -2.987
C -0.923 -4.975 -3.427
C -0.642 -3.866 -2.661
C 0.068 -3.971 -1.458
C 0.326 -2.756 -0.675
O -0.142 -1.627 -1.119
N 1.073 -2.840 0.402
N 1.244 -1.613 1.026
C 1.991 -1.607 2.069
C 2.382 -0.418 2.779
C 3.131 -0.555 3.958
C 3.526 0.550 4.674
C 3.183 1.824 4.207
C 2.452 1.986 3.049
C 2.042 0.867 2.322
O 1.400 1.114 1.169
H 1.324 -4.596 0.542
H 0.551 -7.326 -1.460
H -0.721 -7.111 -3.572
H -1.473 -4.876 -4.351
H -0.965 -2.885 -2.983
H 2.365 -2.572 2.397
H 3.387 -1.552 4.297
H 4.100 0.439 5.583
H 3.497 2.699 4.762
H 2.192 2.966 2.673
Br -3.990 -2.439 -3.974
C -4.174 -2.701 -2.109
C -5.215 -3.479 -1.626
N -5.425 -3.663 -0.325
C -4.613 -3.040 0.525
C -3.540 -2.253 0.129
C -3.299 -2.099 -1.228
C -2.737 -1.487 1.136
O -3.310 -0.896 2.036
O -1.433 -1.531 0.944
H -5.905 -3.960 -2.310
H -4.822 -3.174 1.580
H -2.459 -1.513 -1.577

---

A is preferred energetically. Next in line: 1.771 eV higher.

---

A:
9
Properties=species:S:1:pos:R:3 method="wB97M-V/def2-TZVPD" charge=-1 lumo_ev="3.916 / 2.078" homo_lumo_gap_ev="7.74 / 6.13" multiplicity=3
C 1.387 -0.864 -2.092
C 0.169 -0.202 0.257
C 0.195 -0.954 -1.435
N 2.444 -0.950 -2.623
O -2.456 -1.434 -0.977
O -1.341 -2.560 -2.907
S -1.523 -1.334 -2.123
H -0.827 -0.427 0.470
H 0.968 -0.523 0.992

---

B:
9
Properties=species:S:1:pos:R:3 method="wB97M-V/def2-TZVPD" charge=-1 lumo_ev="3.454 / 1.239" homo_lumo_gap_ev="4.41 / 5.67" multiplicity=3
C 0.026 1.193 0.915
C -0.663 -0.011 -0.786
C 0.304 -1.145 -0.328
N -0.944 1.025 0.057
O -0.011 -2.234 0.252
O -1.213 0.002 -1.859
S 1.396 0.162 1.117
H -0.015 2.028 1.570
H 1.120 -1.019 -0.938

---

B is preferred energetically. Next in line: 0.882 eV higher.

---

A:
12
Properties=species:S:1:pos:R:3 method="wB97M-V/def2-TZVPD" lumo_ev=0.624 homo_lumo_gap_ev=9.26 multiplicity=1
C 0.904 -0.435 -1.949
C 1.089 0.311 -0.957
C 1.055 1.096 0.226
F 1.923 2.032 0.664
C 0.252 0.648 1.217
O -0.991 -0.003 1.360
C -1.362 -0.792 0.134
H 1.130 -1.042 -2.748
H 0.214 1.145 2.170
H -1.168 -0.024 -0.610
H -0.752 -1.791 0.101
H -2.294 -1.144 0.391

---

B:
12
Properties=species:S:1:pos:R:3 method="wB97M-V/def2-TZVPD" smiles="C=C=CF.C=C=O" lumo_ev=0.935 homo_lumo_gap_ev=10.15 multiplicity=1
C 1.828 -1.142 1.113
C 1.752 -0.299 0.153
C 1.452 0.716 -0.633
F 0.432 1.475 -0.307
H 2.360 -0.953 1.972
H 1.269 -2.117 1.008
H 2.023 1.005 -1.547
C -2.080 0.115 1.521
C -1.668 -0.101 0.340
O -1.501 -0.379 -0.760
H -2.854 0.724 1.935
H -1.206 -0.176 2.161

---

B is preferred energetically. Next in line: 1.146 eV higher.

---

A:
9
Properties=species:S:1:pos:R:3 method="wB97M-V/def2-TZVPD" smiles="C/C=[NH+]/[S-]" lumo_ev="0.282 / 0.283" homo_lumo_gap_ev="8.10 / 8.10" multiplicity=1
C -1.011 -0.579 0.193
C 0.127 0.329 0.435
N 1.110 0.470 -0.438
S 2.545 1.389 -0.652
H -1.865 -0.003 -0.172
H -1.316 -1.071 1.116
H -0.774 -1.342 -0.550
H 0.162 0.948 1.317
H 1.021 -0.141 -1.249

---

B:
9
Properties=species:S:1:pos:R:3 method="wB97M-V/def2-TZVPD" smiles=C#C.NS lumo_ev=0.715 homo_lumo_gap_ev=9.17 multiplicity=1
C 1.620 0.070 0.095
C 2.069 -0.993 -0.244
H 1.299 1.121 0.256
H 2.356 -1.966 -0.536
N -1.156 0.888 0.359
S -2.417 -0.335 0.148
H -1.748 1.769 0.430
H -0.499 0.900 -0.482
H -1.523 -1.453 -0.026

---

A is preferred energetically. Next in line: 2.115 eV higher.